Record 1
{"formula": "C23H25N3O5W", "method": "wB97M-V/def2-TZVPD", "symbols": ["W", "O", "C", "O", "C", "C", "C", "C", "C", "N", "C", "O", "O", "H", "H", "H", "H", "H", "C", "N", "C", "C", "C", "C", "C", "N", "C", "C", "C", "C", "C", "C", "H", "H", "H", "H", "H", "H", "H", "H", "H", "H", "H", "C", "C", "C", "C", "O", "H", "H", "H", "H", "H", "H", "H", "H", "H"], "positions_angstrom": [[0.06876, 0.15451, 0.01887], [-3.85977, 1.36183, -1.09215], [-2.75384, 1.03341, -0.49298], [-2.03374, 0.07392, -0.79099], [-2.36467, 1.83361, 0.69479], [-3.07892, 2.79180, 1.37303], [-2.57982, 3.24126, 2.60265], [-1.46518, 2.61944, 3.15346], [-0.81875, 1.63142, 2.42957], [-1.19678, 1.34702, 1.16853], [0.17482, 0.62839, 2.87593], [0.74333, 0.61610, 4.04646], [0.39695, -0.30828, 2.08755], [-4.05240, 0.75279, -1.82874], [-4.01393, 3.16668, 0.97946], [-3.10062, 4.01161, 3.15277], [-1.14815, 2.88166, 4.15506], [0.48433, 1.34666, 4.62728], [0.84845, -2.87471, -0.37986], [0.68552, -1.53473, -0.98423], [0.57644, -1.45014, -2.31815], [0.31135, -0.21869, -2.88191], [0.09275, 0.26613, -4.18609], [-0.17765, 1.61659, -4.05328], [-0.12344, 1.91577, -2.67632], [0.16660, 0.81940, -1.97366], [-0.48850, -3.49557, -0.06602], [-1.43549, -2.76980, 0.64131], [-2.67753, -3.29459, 0.95041], [-2.98216, -4.58839, 0.54105], [-2.04645, -5.32688, -0.16611], [-0.80386, -4.78418, -0.47232], [1.45424, -2.76136, 0.52173], [1.41624, -3.50223, -1.06842], [0.70852, -2.34660, -2.91725], [0.15373, -0.30469, -5.09859], [-0.37237, 2.32447, -4.84139], [-0.27025, 2.87638, -2.20252], [-1.18368, -1.76643, 0.99866], [-3.39929, -2.71837, 1.51403], [-3.94446, -5.02115, 0.77766], [-2.28277, -6.33260, -0.48584], [-0.08030, -5.37158, -1.02468], [3.21737, 2.74033, 0.99865], [3.00658, 1.47060, 0.20394], [3.32290, 1.63942, -1.26208], [3.67348, 0.26620, 0.82349], [1.51918, 1.19708, 0.31162], [4.24974, 3.07004, 0.87445], [3.04355, 2.57804, 2.06268], [2.56865, 3.53950, 0.64192], [4.39352, 1.82292, -1.36382], [2.79173, 2.48685, -1.69396], [3.08239, 0.74143, -1.83272], [4.75218, 0.43122, 0.82206], [3.47664, -0.64115, 0.25003], [3.35480, 0.11766, 1.85503]], "forces_ev_per_a": [[0.48, 0.69, -1.13], [0.09, -0.16, -0.12], [-0.08, 0.40, 0.42], [0.13, -0.09, 0.01], [0.07, -0.33, -0.36], [-0.06, 0.17, 0.22], [0.01, -0.13, -0.20], [-0.11, -0.04, 0.14], [0.27, -0.07, 0.23], [-0.36, 0.20, 0.11], [-0.20, 0.10, 0.00], [0.01, 0.00, -0.02], [0.14, -0.10, 0.17], [-0.04, 0.04, 0.02], [0.01, -0.01, -0.04], [-0.01, 0.01, 0.01], [0.01, 0.00, 0.00], [0.01, 0.01, -0.02], [0.19, 0.05, -0.06], [-0.36, 0.09, 0.10], [0.10, -0.15, 0.06], [-0.07, -0.24, -0.02], [0.10, 0.12, 0.01], [0.03, -0.01, 0.07], [0.05, 0.00, -0.13], [-0.19, -0.06, 0.16], [-0.06, -0.09, -0.04], [0.00, 0.14, 0.11], [0.02, -0.12, -0.07], [0.01, 0.02, 0.01], [0.01, -0.01, -0.01], [0.01, 0.02, -0.01], [-0.04, 0.01, 0.02], [-0.02, -0.02, 0.02], [-0.01, 0.02, -0.02], [0.00, 0.00, 0.00], [0.00, 0.00, -0.01], [-0.01, -0.01, 0.02], [-0.13, -0.16, 0.10], [0.01, 0.01, 0.01], [-0.01, 0.01, 0.00], [0.00, 0.00, 0.00], [0.00, 0.00, 0.00], [0.15, 0.05, 0.00], [-0.65, 0.13, -0.09], [0.12, -0.01, -0.10], [0.18, -0.05, 0.01], [0.35, -0.36, 0.39], [-0.01, -0.01, 0.03], [-0.03, -0.02, 0.00], [-0.01, -0.01, -0.04], [-0.01, 0.01, -0.03], [-0.01, 0.02, 0.03], [-0.02, -0.02, 0.04], [0.00, -0.03, 0.03], [-0.03, 0.03, -0.03], [-0.01, 0.02, 0.00]], "charge": 2, "gap_ev": [6.084, 6.164], "homo_energy_ev": [-13.50, -14.22], "total_energy_ha": -1498.52947, "s_squared": 2.0247, "multiplicity": 3}

Record 2
{"formula": "C23H25N5O3", "method": "wB97M-V/def2-TZVPD", "symbols": ["C", "C", "C", "C", "C", "N", "C", "C", "C", "N", "C", "C", "N", "C", "O", "C", "C", "C", "C", "C", "C", "C", "C", "C", "C", "C", "C", "N", "O", "O", "N", "H", "H", "H", "H", "H", "H", "H", "H", "H", "H", "H", "H", "H", "H", "H", "H", "H", "H", "H", "H", "H", "H", "H", "H", "H"], "positions_angstrom": [[4.08965, -4.20838, -0.85258], [2.97013, -4.25846, 0.12292], [2.81852, -5.13236, 1.22002], [1.62165, -4.79681, 1.80299], [1.00236, -5.32483, 3.04522], [1.11405, -3.77326, 1.05549], [-0.02598, -2.99798, 1.25454], [0.12253, -1.62782, 1.13194], [-0.92949, -0.72802, 1.35397], [-0.72510, 0.61773, 1.22619], [0.15529, 1.15907, 0.21353], [-0.66408, 1.55303, -1.03095], [-1.70896, 2.47528, -0.66273], [-1.76668, 3.78486, -1.02056], [-2.57248, 4.55087, -0.52660], [-0.81517, 4.20946, -2.09536], [-1.05057, 3.80414, -3.40389], [-0.23038, 4.24052, -4.42858], [0.82982, 5.08407, -4.14462], [1.06093, 5.49291, -2.84300], [0.24341, 5.07140, -1.80281], [0.49592, 5.51234, -0.39350], [-2.57843, 1.97951, 0.38292], [-1.72705, 1.59391, 1.59829], [-2.15665, -1.27159, 1.78485], [-2.32049, -2.62830, 1.88922], [-1.28843, -3.51971, 1.58918], [-1.61205, -4.90336, 1.52595], [-0.91871, -5.63002, 0.83799], [-2.59765, -5.28053, 2.13565], [1.94876, -3.43230, 0.05554], [3.92246, -3.40148, -1.56023], [4.15668, -5.15066, -1.39420], [5.03484, -4.04655, -0.33589], [3.49789, -5.89671, 1.53743], [0.36448, -4.58013, 3.51982], [1.78696, -5.61027, 3.74281], [0.40804, -6.21320, 2.83178], [1.10981, -1.27978, 0.87741], [0.91423, 0.43736, -0.07671], [0.64911, 2.04747, 0.62089], [-0.01292, 2.00732, -1.77762], [-1.11705, 0.64807, -1.45479], [-1.88552, 3.15126, -3.61425], [-0.41990, 3.92495, -5.44331], [1.47483, 5.42882, -4.93904], [1.88620, 6.15669, -2.62883], [1.19833, 6.34133, -0.36835], [-0.43570, 5.82209, 0.07521], [0.91306, 4.69269, 0.19372], [-3.28308, 2.77424, 0.63343], [-3.12336, 1.10431, 0.01224], [-2.34402, 1.22326, 2.41393], [-1.20016, 2.48640, 1.95354], [-3.00202, -0.63859, 1.99458], [-3.27786, -3.04424, 2.16520]], "forces_ev_per_a": [[-0.06, 0.05, 0.00], [-0.25, -0.02, 0.31], [-0.31, 0.11, 0.03], [0.31, 0.00, 0.02], [-0.06, -0.14, -0.02], [0.54, -0.55, 0.22], [-0.68, 0.28, 0.06], [-0.01, -0.05, -0.03], [-0.06, -0.52, 0.17], [0.16, 0.26, 0.22], [0.03, -0.01, -0.47], [0.53, -0.16, 0.04], [-0.10, -0.18, 0.05], [-0.01, -0.14, -0.08], [-0.07, 0.33, 0.06], [0.04, 0.31, -0.27], [0.02, 0.04, 0.13], [-0.01, -0.03, -0.08], [0.02, -0.01, -0.06], [-0.03, -0.03, 0.00], [-0.10, -0.10, -0.01], [-0.04, 0.05, 0.04], [-0.21, 0.18, 0.38], [-0.36, 0.04, -0.14], [0.07, 0.19, -0.05], [0.16, -0.39, -0.03], [0.29, 1.32, 0.06], [-0.23, -0.78, -0.10], [-0.04, -0.08, -0.08], [-0.08, -0.14, 0.12], [0.21, 0.37, -0.80], [0.05, 0.03, -0.07], [0.06, -0.02, -0.07], [0.07, 0.01, -0.04], [0.12, -0.18, 0.14], [-0.02, -0.03, 0.08], [-0.01, 0.05, 0.05], [-0.07, 0.02, 0.05], [0.04, 0.02, 0.04], [0.01, 0.05, 0.05], [0.04, -0.04, -0.05], [-0.06, -0.12, 0.05], [0.07, 0.04, -0.02], [-0.08, -0.08, -0.03], [-0.02, -0.02, -0.09], [0.05, 0.03, -0.07], [0.07, 0.07, 0.04], [0.06, 0.03, 0.04], [0.00, 0.04, 0.09], [0.04, -0.01, 0.10], [0.04, -0.16, -0.03], [0.00, 0.03, 0.03], [0.04, 0.03, 0.00], [-0.08, -0.04, 0.01], [-0.08, 0.07, 0.00], [-0.02, 0.01, 0.00]], "gap_ev": 8.019, "homo_energy_ev": -8.32, "total_energy_ha": -1390.86909}

Record 3
{"formula": "C23H26BN11SW", "method": "wB97M-V/def2-TZVPD", "symbols": ["W", "C", "C", "N", "N", "C", "B", "N", "C", "C", "C", "N", "N", "C", "C", "C", "N", "N", "C", "C", "C", "N", "H", "H", "H", "H", "H", "H", "H", "H", "H", "H", "H", "H", "S", "C", "C", "C", "C", "C", "C", "C", "C", "C", "N", "H", "H", "H", "H", "H", "H", "N", "C", "C", "N", "H", "H", "H", "H", "H", "H", "H", "H"], "positions_angstrom": [[0.70347, 0.11732, 0.33962], [-2.73824, 1.25941, 2.66721], [-1.37501, 1.15024, 2.54385], [-1.05734, 0.37447, 1.47126], [-2.24824, -0.01709, 0.91511], [-3.25322, 0.51680, 1.61168], [-2.27507, -0.68095, -0.48721], [-1.70283, 0.42446, -1.43383], [-2.37240, 1.19131, -2.30718], [-1.72094, 2.40929, -2.43536], [-0.64080, 2.33114, -1.58078], [-0.61254, 1.12311, -0.97790], [-1.27761, -1.90138, -0.39840], [-1.59310, -3.18464, -0.56003], [-0.56835, -3.97423, -0.03846], [0.35726, -3.08159, 0.44114], [-0.06329, -1.80681, 0.22259], [-3.60450, -1.17236, -0.90771], [-4.56512, -1.85270, -0.20277], [-5.36365, -2.49587, -1.10169], [-4.82011, -2.16288, -2.36588], [-3.75446, -1.40022, -2.24896], [-3.28850, 1.80073, 3.41702], [-0.60812, 1.59217, 3.15311], [-4.27666, 0.35288, 1.31468], [-3.26767, 0.80915, -2.77058], [-2.00885, 3.24059, -3.05537], [0.09496, 3.08419, -1.35849], [-2.52920, -3.46730, -1.01852], [-0.52652, -5.04941, -0.00201], [1.27752, -3.30528, 0.95533], [-4.60416, -1.84283, 0.87460], [-6.22676, -3.10355, -0.89264], [-5.16218, -2.46440, -3.34343], [2.93459, 1.85205, 3.87408], [2.01333, 0.55430, 4.48761], [1.23942, -0.04243, 3.53567], [1.41548, 0.54529, 2.24891], [2.32944, 1.58391, 2.29908], [2.71286, 2.27747, 1.08493], [3.62196, 3.32428, 1.03434], [3.95733, 3.88370, -0.18468], [3.36469, 3.38040, -1.34009], [2.45919, 2.35564, -1.22381], [2.11353, 1.78944, -0.04385], [2.07600, 0.31218, 5.53839], [0.57278, -0.86619, 3.75217], [4.06055, 3.69469, 1.95142], [4.66686, 4.69916, -0.23863], [3.59542, 3.78394, -2.31580], [1.96773, 1.99028, -2.11361], [1.31332, -0.58707, -1.78841], [2.39160, -1.61269, -1.84925], [3.41358, -1.21232, -0.81661], [2.68884, -0.97174, 0.46968], [0.45894, -0.95578, -2.20866], [1.57000, 0.19436, -2.38640], [2.82559, -1.66172, -2.84707], [1.95732, -2.58601, -1.62652], [3.90293, -0.27952, -1.09855], [4.18557, -1.96902, -0.68282], [3.28775, -0.43160, 1.09215], [2.57562, -1.85880, 0.95634]], "forces_ev_per_a": [[-0.01, -0.12, -0.03], [-0.03, -0.04, -0.03], [0.02, 0.06, 0.01], [-0.02, -0.09, 0.03], [-0.03, 0.05, 0.02], [0.03, 0.01, 0.04], [-0.03, -0.06, -0.05], [-0.02, 0.06, -0.01], [0.05, -0.01, 0.00], [-0.01, -0.03, 0.00], [-0.01, 0.01, -0.01], [-0.05, 0.03, -0.01], [-0.08, -0.07, -0.01], [0.01, 0.04, -0.01], [0.02, 0.00, 0.00], [0.02, -0.03, 0.03], [-0.02, 0.08, -0.09], [0.03, 0.05, 0.05], [0.04, -0.10, 0.00], [-0.04, 0.10, -0.03], [0.07, -0.12, 0.07], [0.00, 0.06, -0.07], [0.00, 0.01, 0.00], [-0.02, 0.01, -0.01], [-0.01, 0.01, 0.00], [-0.01, 0.01, 0.00], [0.00, 0.01, 0.00], [-0.01, 0.00, 0.00], [-0.01, 0.00, 0.01], [0.00, 0.00, 0.01], [0.00, 0.00, -0.01], [0.00, -0.02, 0.00], [-0.02, 0.02, 0.00], [-0.01, 0.01, 0.00], [-0.02, -0.02, -0.14], [-0.01, 0.06, 0.04], [-0.04, -0.16, -0.01], [0.11, 0.19, 0.13], [-0.01, -0.05, 0.08], [0.02, 0.04, -0.03], [-0.01, 0.00, -0.04], [-0.02, -0.02, 0.02], [0.02, 0.02, 0.01], [-0.03, -0.05, -0.06], [0.10, 0.12, 0.03], [-0.01, -0.01, 0.00], [0.01, 0.00, 0.01], [0.00, 0.00, 0.01], [0.00, 0.00, 0.00], [-0.01, 0.00, 0.00], [0.00, 0.01, 0.01], [-0.02, 0.02, -0.01], [0.03, 0.00, 0.02], [0.00, -0.01, -0.04], [0.04, -0.08, 0.06], [0.01, 0.01, 0.00], [0.00, -0.02, 0.01], [0.01, -0.01, 0.01], [-0.01, 0.01, 0.00], [0.00, 0.00, 0.02], [-0.01, -0.01, -0.02], [-0.03, 0.01, -0.01], [0.01, 0.03, 0.01]], "charge": 3, "gap_ev": [5.358, 5.727], "homo_energy_ev": [-16.83, -16.83], "total_energy_ha": -1983.69619, "s_squared": 0.7566, "multiplicity": 2}

Record 4
{"formula": "C23H26BrCeN5O3S", "method": "wB97M-V/def2-TZVPD", "symbols": ["Ce", "C", "C", "N", "C", "C", "C", "C", "C", "C", "C", "N", "C", "C", "N", "N", "H", "H", "H", "H", "H", "H", "H", "H", "H", "H", "H", "H", "H", "H", "H", "H", "H", "H", "O", "N", "C", "C", "C", "C", "C", "S", "H", "H", "H", "H", "Br", "C", "C", "C", "C", "C", "C", "C", "O", "O", "H", "H", "H", "H"], "positions_angstrom": [[-13.05793, 10.70752, -3.88329], [-11.68535, 10.69719, -0.65321], [-13.15871, 11.02641, -0.47972], [-13.75773, 11.82960, -1.54807], [-13.50222, 13.31592, -1.51998], [-12.14490, 13.73025, -2.02459], [-11.49536, 14.83374, -1.51359], [-10.28144, 15.22331, -2.08466], [-9.76421, 14.47100, -3.11717], [-10.47716, 13.37993, -3.56018], [-9.93094, 12.45559, -4.62701], [-10.41431, 11.07554, -4.57992], [-9.60441, 10.09688, -3.80189], [-9.88598, 10.18511, -2.28235], [-11.30231, 10.06656, -1.91328], [-11.70476, 13.09854, -3.12858], [-11.43329, 10.04168, 0.21214], [-11.12457, 11.63471, -0.47718], [-13.30369, 11.57438, 0.49227], [-13.67294, 10.05218, -0.36404], [-14.77132, 11.70457, -1.54787], [-13.61042, 13.70427, -0.49146], [-14.28355, 13.78749, -2.12548], [-11.91103, 15.40154, -0.68737], [-9.77983, 16.13230, -1.74731], [-8.78329, 14.67966, -3.51518], [-8.84383, 12.53108, -4.57705], [-10.19505, 12.89711, -5.60343], [-10.46509, 10.73490, -5.52946], [-8.51196, 10.30425, -3.94951], [-9.77781, 9.10059, -4.19583], [-9.48444, 11.15044, -1.96150], [-9.28498, 9.39413, -1.79320], [-11.62709, 9.08669, -1.87514], [-14.52286, 12.20083, -4.69291], [-15.30404, 11.92308, -5.77444], [-16.44695, 12.64621, -5.85028], [-17.34245, 12.31205, -6.84018], [-17.06865, 11.30909, -7.77697], [-15.82096, 10.68814, -7.75757], [-14.88432, 11.05238, -6.72369], [-13.26405, 10.44890, -6.72990], [-16.64364, 13.36868, -5.07892], [-18.27245, 12.86092, -6.86203], [-17.79535, 11.05203, -8.55224], [-15.54105, 9.94468, -8.45318], [-16.91051, 9.23901, -1.05070], [-16.07582, 7.62157, -1.51687], [-16.54330, 6.63443, -0.65963], [-15.99191, 5.35562, -0.67302], [-14.95270, 5.10359, -1.59790], [-14.50597, 6.08269, -2.49090], [-15.05802, 7.36082, -2.44215], [-14.46813, 8.41109, -3.31988], [-13.20184, 8.38340, -3.46463], [-15.19128, 9.29843, -3.86445], [-17.35416, 6.88252, 0.03034], [-16.32871, 4.58260, 0.03612], [-14.54503, 4.09040, -1.69235], [-13.74108, 5.86056, -3.21643]], "forces_ev_per_a": [[0.61, 0.58, -0.24], [0.77, 0.58, 1.40], [-0.46, -0.04, 0.95], [-0.10, 0.63, -0.75], [-0.24, -0.76, 0.83], [-0.66, 0.18, -1.13], [0.55, 0.31, 0.27], [-0.52, 0.45, 0.07], [0.53, 0.04, 0.43], [-0.61, -0.73, -0.62], [0.17, 0.68, -0.43], [-0.10, -0.49, 0.19], [0.49, 0.91, 0.34], [0.55, -0.58, -0.32], [-0.70, -0.01, -0.29], [0.23, -0.79, 1.16], [0.00, 0.38, -0.38], [0.09, -0.46, -0.46], [0.35, -0.64, -0.56], [-0.31, 0.60, -0.34], [0.23, -0.06, 0.12], [-0.07, -0.16, -0.23], [0.17, -0.13, -0.04], [0.01, -0.19, -0.03], [-0.07, -0.38, 0.01], [0.06, 0.07, -0.13], [0.22, -0.28, -0.01], [-0.07, -0.30, 0.24], [0.02, 0.02, -0.22], [-0.72, -0.20, 0.16], [-0.28, -0.13, -0.03], [-0.32, -0.05, 0.26], [-0.10, 0.41, -0.11], [0.52, 0.48, -0.24], [-0.60, 0.12, -0.98], [0.36, 0.92, 0.84], [-0.54, -1.43, -1.04], [-0.22, 0.61, 0.33], [1.02, -0.43, -0.25], [-0.64, 1.71, 1.85], [-0.33, -0.50, -0.94], [-0.18, -0.05, 0.09], [0.22, 0.01, 0.11], [-0.06, -0.05, -0.10], [0.23, 0.09, 0.36], [0.32, -0.55, -0.58], [0.22, 1.11, -0.65], [-0.02, -0.78, 0.42], [-0.05, -0.96, 0.32], [0.73, 0.16, -0.56], [-0.43, -0.48, -0.15], [-0.69, -0.39, 0.98], [-0.31, 0.52, 0.27], [-1.06, 0.14, -0.42], [0.21, -0.13, 0.10], [0.99, -0.34, 0.72], [0.39, -0.18, -0.20], [0.17, 0.46, -0.55], [-0.08, 0.45, 0.21], [0.12, 0.02, -0.03]], "charge": 1, "gap_ev": [8.052, 8.079], "homo_energy_ev": [-10.46, -10.49], "total_energy_ha": -4838.82350, "s_squared": 0.7506, "multiplicity": 2}

What are the max |F| values for these records? In order: 1.41, 1.35, 0.26, 2.60 eV/Å.